[1]
56
Properties=species:S:1:pos:R:3:forces:R:3:mulliken_charge:R:1 method="wB97M-V/def2-TZVPD" total_charge=+1 e_above_lowest_kcal_mol=7.8 lumo_energy_ev=-4.2 total_energy_ha=-2469.3106 gap_ev=6.7
Au 1.6795 0.2376 0.3779 -0.09 -0.09 -0.09 1.24
O 5.4528 -1.1431 0.0373 0.06 0.02 0.04 -0.55
C 4.2793 -0.9555 0.1611 0.06 0.00 -0.15 0.11
N 3.6370 0.2677 0.3116 -0.04 0.04 0.10 -0.24
C 4.2330 1.5153 0.2471 0.03 0.02 -0.10 0.28
O 5.3935 1.7443 0.0791 0.14 0.05 0.01 -0.56
C 3.2156 2.6090 0.4372 -0.32 0.00 0.03 0.47
C 3.6365 3.9099 0.5328 0.10 -0.08 -0.04 -0.53
C 2.7026 4.8917 0.8175 0.09 0.21 0.07 -0.34
C 1.3888 4.5344 1.0114 -0.38 -0.08 0.00 -0.66
C 0.9962 3.2122 0.8654 0.46 -0.56 -0.06 -0.03
N 1.9046 2.2593 0.5696 0.10 0.57 0.20 -0.31
C 3.2828 -2.0823 0.1707 -0.05 -0.12 0.04 0.38
C 3.6874 -3.3938 0.1295 -0.01 -0.02 -0.02 -0.46
C 2.7198 -4.3868 0.2041 0.03 -0.07 -0.01 -0.46
C 1.3873 -4.0346 0.3246 -0.07 0.09 -0.01 -0.56
C 1.0366 -2.6947 0.3488 -0.03 -0.05 -0.03 -0.04
N 1.9783 -1.7543 0.2602 0.00 -0.03 0.12 -0.28
H 4.6894 4.1211 0.4074 0.00 -0.04 -0.01 0.52
H 3.0089 5.9246 0.9121 -0.01 0.00 0.00 0.45
H 0.6428 5.2712 1.2703 -0.05 -0.02 -0.06 0.40
H -0.0290 2.9068 0.9988 0.02 -0.14 -0.11 0.55
H 4.7446 -3.6071 0.0528 0.00 0.02 0.00 0.53
H 3.0081 -5.4290 0.1805 -0.01 0.00 0.00 0.46
H 0.6131 -4.7813 0.4096 -0.08 -0.02 0.00 0.52
H 0.0147 -2.3543 0.4492 -0.05 -0.05 0.03 0.61
I -5.0172 5.8143 -1.1904 0.02 0.00 0.00 0.16
C -3.1787 4.9364 -1.4744 0.05 0.00 -0.04 -0.57
C -2.5056 4.7623 -2.6604 -0.05 0.06 0.00 -0.21
N -1.3470 4.1476 -2.3493 -0.02 -0.16 -0.17 -0.16
N -1.2271 3.8876 -1.0440 -0.08 0.00 0.21 -0.09
C -2.3340 4.3764 -0.4998 0.03 -0.08 0.00 -0.22
H -2.7615 5.0334 -3.6702 0.00 -0.01 0.00 0.47
H -0.6533 3.7893 -2.9839 0.00 0.09 0.00 0.18
H -2.5054 4.3033 0.5635 0.01 0.01 -0.02 0.46
C -2.5234 -3.3097 -1.5497 -0.08 0.04 0.00 -1.78
C -2.5661 -3.1171 -0.0514 0.00 -0.03 -0.03 1.25
C -2.4599 -4.2716 0.7301 0.12 -0.03 0.00 -0.87
C -2.5263 -4.2413 2.1081 0.01 0.02 0.02 0.04
Cl -2.3508 -5.7151 3.0068 0.00 0.02 0.00 -0.21
C -2.7366 -3.0416 2.7687 -0.01 -0.04 0.01 -0.58
C -2.8556 -1.8908 2.0174 0.07 0.04 -0.02 -0.39
C -2.7612 -1.9074 0.6268 0.19 -0.04 0.10 0.49
O -2.9419 -0.6680 0.0636 -0.15 0.11 -0.23 -0.59
C -2.2363 -0.2622 -1.0827 0.14 -0.10 0.24 -0.77
C -0.7474 -0.0031 -0.8798 0.11 -0.26 0.04 1.23
O 0.0018 0.1283 -1.8301 -0.12 0.07 -0.01 -0.68
O -0.3269 0.0352 0.3707 -0.13 0.27 0.02 -0.84
H -2.3968 -4.3679 -1.7710 -0.04 0.00 -0.01 0.43
H -1.7021 -2.7828 -2.0362 0.05 -0.02 0.02 0.35
H -3.4543 -2.9902 -2.0217 0.02 0.07 0.00 0.38
H -2.3390 -5.2261 0.2334 0.01 -0.01 0.00 0.42
H -2.8075 -3.0122 3.8469 0.00 0.00 0.00 0.45
H -3.0235 -0.9353 2.4957 0.01 0.00 0.00 0.46
H -2.6714 0.6826 -1.3823 -0.12 0.29 -0.04 0.42
H -2.3494 -0.9426 -1.9210 0.08 0.05 -0.04 0.27

[2]
22
Properties=species:S:1:pos:R:3:forces:R:3:mulliken_charge:R:1 method="wB97M-V/def2-TZVPD" e_above_lowest_kcal_mol=145.1 lumo_energy_ev="-0.7 / -0.3" total_energy_ha=-913.6742 gap_ev="7.5 / 9.1"
C -1.6428 1.4912 0.1247 2.94 -1.18 -0.60 -0.13
C 0.1744 0.6457 0.4889 1.38 -1.62 1.41 -0.82
C -1.0941 0.0614 -0.1748 0.36 1.50 1.47 2.02
C -0.9157 -0.1105 -1.6820 0.10 1.86 0.90 -1.76
C -1.7996 -1.0931 0.6086 3.38 0.67 -0.47 -1.52
C 2.3133 -1.2065 0.1773 0.58 0.57 0.79 -0.74
N -0.3694 1.8959 0.6177 0.42 1.35 1.16 0.03
O -2.5571 2.1151 -0.2203 -2.63 1.45 -0.18 -0.51
O 2.7164 1.2848 0.8428 -0.14 -0.62 -0.88 -0.63
O 1.8941 0.8638 -1.4890 0.71 -0.43 -0.11 -0.64
S 1.9713 0.4733 -0.1046 -1.20 2.79 1.75 1.11
H 0.4424 -0.3912 2.4983 -0.18 0.79 -1.53 0.02
H -1.9058 0.0922 -2.0868 0.28 -0.25 -0.68 0.41
H -0.6165 -1.0954 -1.7053 0.34 -2.57 -1.09 0.52
H -0.0496 0.4823 -2.0980 -1.53 -0.30 0.36 0.38
H -0.8780 -1.7445 0.9133 -2.14 0.77 -0.18 0.28
H -2.3398 -1.5560 -0.1902 -1.11 -0.76 0.32 0.48
H -2.3177 -0.6444 1.4755 0.03 -0.85 -0.52 0.35
H 1.6245 -1.6569 -0.5132 0.27 -1.12 -0.30 0.26
H 3.4130 -1.4296 0.2007 -1.19 0.17 -0.66 0.39
H 1.9545 -1.2464 1.2075 -0.13 -0.56 0.02 0.27
H -0.0176 2.7690 1.1091 -0.52 -1.64 -1.00 0.25

[3]
54
Properties=species:S:1:pos:R:3:forces:R:3:mulliken_charge:R:1 method="wB97M-V/def2-TZVPD" total_charge=+1 lumo_energy_ev=-3.7 total_energy_ha=-7730.8536 gap_ev=7.2
K -11.3322 5.8927 2.4602 -0.21 0.61 0.33 0.99
K -9.3152 2.1570 4.4027 0.48 0.47 0.44 1.01
B -9.7607 6.0230 5.0737 -0.14 0.39 1.51 0.52
F -10.8806 6.6005 5.6728 -0.07 0.44 -0.49 -0.33
F -8.7614 5.8463 5.9616 1.01 -0.12 0.89 -0.27
F -10.1828 4.7481 4.6439 -0.55 -1.68 -1.28 -0.44
F -9.2772 6.7235 3.9778 -0.31 0.47 -1.08 -0.42
C -16.6371 10.8661 3.5899 -0.45 -1.43 -0.82 -1.05
C -15.6431 9.6793 3.5869 -0.88 1.39 -0.14 -0.24
O -14.3827 10.3831 3.7407 0.99 -0.32 0.75 -0.26
C -13.2775 9.7010 3.6024 2.14 -2.96 -0.66 0.69
O -13.2462 8.4947 3.2213 0.39 3.01 0.94 -0.60
O -12.1433 10.4529 3.9187 -1.37 -1.30 -0.96 -0.31
C -10.8384 9.8174 3.7819 0.64 0.13 0.51 -0.49
H -16.1371 11.7581 3.2124 -0.28 -0.02 0.22 0.30
H -17.1671 10.9980 4.5332 0.53 0.25 0.11 0.31
H -17.4131 10.5530 2.8914 -0.21 0.42 -0.18 0.32
H -15.6345 9.1054 2.6603 0.11 0.30 -0.05 0.30
H -15.9291 8.9901 4.3816 0.86 0.02 0.31 0.30
H -10.0354 10.5535 3.7470 -0.68 0.81 -0.04 0.32
H -10.6271 9.2300 2.8884 -0.92 -0.19 -0.04 0.19
H -10.5571 9.2672 4.6798 -0.64 -0.44 -0.06 0.21
C -5.8980 4.5523 4.6778 2.75 -0.64 0.46 0.41
O -6.4237 3.4570 4.7766 -1.23 -0.10 -0.22 -0.66
N -4.5576 4.7189 5.0070 -1.40 0.81 -1.61 0.22
C -3.9923 6.0719 4.7803 -0.71 0.03 0.25 -0.95
C -3.7118 3.6160 5.3837 1.28 -0.25 1.30 -0.96
H -6.3554 5.4685 4.2734 -0.19 -0.19 0.23 0.04
H -4.0798 6.6307 5.7120 0.29 0.12 -0.08 0.20
H -4.5733 6.5814 4.0116 -0.43 -0.01 0.19 0.35
H -2.9919 6.1985 4.3665 0.25 -0.99 0.38 0.36
H -2.7518 3.6417 4.8681 -0.23 0.00 -0.55 0.32
H -3.3896 3.6922 6.4222 -0.14 0.49 0.38 0.34
H -4.0948 2.5956 5.3943 -0.71 0.44 -0.84 0.31
C -11.6266 4.4921 8.9125 0.23 0.21 -0.33 0.46
O -11.5635 3.3005 9.1429 -0.22 0.18 0.38 -0.64
N -11.9499 5.5139 9.7506 0.47 0.91 -1.21 0.10
C -12.3305 5.2922 11.1123 -0.35 -0.32 1.58 -0.99
C -11.9400 6.8935 9.1646 -1.55 0.24 -0.09 -0.67
H -11.3955 4.8823 7.9093 0.05 0.06 -0.07 0.02
H -12.3717 4.2477 11.4211 0.54 -0.26 -0.79 0.33
H -13.3374 5.5877 11.4069 -0.21 0.66 -0.63 0.34
H -11.6616 5.7565 11.8369 0.22 0.27 -0.21 0.32
H -12.9532 7.2378 8.9576 -0.65 -0.28 0.52 0.35
H -11.5570 7.7269 9.7536 0.60 -0.69 0.53 0.35
H -11.5837 7.0303 8.1435 0.94 -0.98 0.18 0.00
Br -6.7404 10.2604 5.1571 -0.10 -1.59 0.71 -0.20
C -6.9879 8.4195 6.0663 0.81 0.79 1.20 -0.19
C -5.9356 8.2607 7.2361 -0.16 -0.04 -2.05 -0.65
Br -6.0849 6.4970 8.0665 -0.41 0.38 0.15 -0.14
H -6.8770 7.6400 5.3125 -0.06 0.34 0.05 0.02
H -7.9966 8.4486 6.4783 0.12 -0.03 -0.28 0.33
H -5.9499 9.1084 7.9211 -0.17 -0.46 0.19 0.46
H -4.9480 8.1388 6.7914 -0.10 0.67 0.07 0.35

[4]
12
Properties=species:S:1:pos:R:3:forces:R:3:mulliken_charge:R:1 method="wB97M-V/def2-TZVPD" e_above_lowest_kcal_mol=105.9 lumo_energy_ev=-0.6 total_energy_ha=-1097.6858 smiles="S=CN/N=C/OC=S" gap_ev=8.3
C -2.3116 -0.1429 -0.3794 1.11 0.17 2.46 -0.12
C 0.5203 0.7016 0.3054 1.08 4.46 -2.09 0.09
C 2.5893 -0.1891 -0.2991 -0.51 -2.94 -3.04 0.04
H -1.9232 0.3162 -1.2550 0.55 -0.03 -1.00 0.34
H -1.6755 -0.7483 1.6839 1.10 0.86 -4.88 0.31
H 0.0391 1.7122 0.1097 0.00 -1.42 0.56 0.40
H 1.9577 -1.0038 -1.1335 1.57 2.66 2.85 0.21
N -1.2953 -0.4478 0.5484 -6.85 -1.30 4.54 0.01
N 0.0222 -0.3933 0.5286 1.71 -1.99 -0.20 -0.54
O 1.8472 0.8931 0.0705 0.69 -0.92 0.57 -0.22
S -3.9407 -0.2168 -0.1331 1.09 -0.25 0.08 -0.32
S 4.1707 -0.4809 -0.0463 -1.55 0.72 0.15 -0.21

[5]
14
Properties=species:S:1:pos:R:3:forces:R:3:mulliken_charge:R:1 method="wB97M-V/def2-TZVPD" e_above_lowest_kcal_mol=0.0 lumo_energy_ev=0.7 total_energy_ha=-796.9901 smiles=FP1CCCC1(F)F gap_ev=10.5
C -0.0610 -0.7995 -0.9414 -0.20 0.01 -0.02 -0.52
C -0.8568 0.4634 -0.6743 1.70 1.49 1.52 -0.80
C 0.5510 -1.2627 0.3813 0.43 0.13 -0.01 -0.66
C 0.1455 1.3841 0.2721 -1.61 -1.51 -1.45 0.76
F -0.5579 2.2153 1.0650 -0.17 0.09 0.25 -0.30
F 0.9122 2.1761 -0.5214 0.32 0.04 -0.35 -0.29
F 0.2914 0.1490 2.5631 0.39 0.08 -0.13 -0.30
P 1.2682 0.2177 1.2584 -0.81 -0.29 0.34 0.09
H -0.6951 -1.5824 -1.3604 0.08 0.00 -0.09 0.31
H 0.7305 -0.5842 -1.6621 -0.02 -0.05 -0.06 0.30
H -1.0937 1.0386 -1.5634 -0.08 0.06 -0.07 0.33
H -1.7544 0.2845 -0.0863 -0.04 -0.07 0.03 0.34
H -0.2059 -1.6878 1.0463 0.04 0.09 0.00 0.33
H 1.3259 -2.0122 0.2230 -0.03 -0.06 0.03 0.38

[6]
21
Properties=species:S:1:pos:R:3:forces:R:3:mulliken_charge:R:1 method="wB97M-V/def2-TZVPD" e_above_lowest_kcal_mol=43.6 lumo_energy_ev=0.9 total_energy_ha=-366.3645 smiles="CCCCCNC=O" gap_ev=10.4
C -0.4007 0.4347 -1.3655 0.02 -1.40 1.00 -0.61
N -1.7165 0.8861 -0.9518 -0.21 2.43 -4.13 -0.06
C -2.5634 1.5376 -1.9091 1.43 -2.23 1.46 0.05
O -3.6673 1.9026 -1.6664 -1.28 0.85 0.41 -0.51
C 0.7260 0.7993 -0.4005 1.53 -0.02 -0.56 -0.50
C 0.4986 0.2743 1.0541 2.12 3.43 0.12 -0.98
C 0.3482 -1.1834 1.2452 -1.09 -1.85 0.08 -0.06
C 1.7306 -1.7504 1.4586 0.50 -2.95 4.21 -1.26
H -0.0921 0.7283 -2.3739 -0.66 0.07 0.11 0.40
H -0.5630 -0.6570 -1.3235 0.98 0.10 -0.57 0.21
H -1.9674 0.7750 -0.0108 -0.69 0.08 1.13 0.19
H -2.2090 1.5089 -2.9653 0.58 0.13 0.59 0.28
H 1.0112 1.8876 -0.5072 -0.91 -0.78 0.76 0.34
H 1.6851 0.3825 -0.8201 -0.91 -0.27 0.34 0.26
H 1.4598 0.5613 1.6626 -1.65 -0.25 -1.06 0.35
H -0.2330 0.9574 1.4882 -0.52 -0.50 0.18 0.52
H -0.3644 -1.4294 2.1172 1.16 0.28 -1.30 0.25
H -0.0269 -1.7711 0.3361 0.01 1.14 1.11 0.19
H 2.2184 -1.6113 2.5344 -1.47 0.36 -1.71 0.28
H 1.6113 -2.9008 1.5291 0.80 1.64 -0.99 0.32
H 2.5145 -1.3321 0.8688 0.24 -0.26 -1.20 0.34